The following is a DFT calculation (wB97M-V/def2-TZVPD) of C5H10FN in the gas phase at a distorted geometry.

## Properties
**HOMO**: -9.234 eV

The geometry in ORCA input format:
```
! wB97M-V def2-TZVPD RIJCOSX def2/J DEFGRID3
* xyz 0 1
C -1.744 -0.453 1.260
C -0.737 -1.234 0.392
C 0.312 -0.371 -0.290
F 1.123 -1.123 -1.118
C -0.209 0.889 -1.004
N 0.184 1.674 0.176
C 1.211 0.664 0.523
H -2.209 0.331 0.677
H -2.464 -1.157 1.714
H -1.219 -0.008 2.114
H -1.340 -1.775 -0.397
H -0.161 -2.003 0.906
H 0.424 1.042 -1.840
H -1.301 0.985 -1.195
H 0.452 2.660 -0.052
H 1.288 0.550 1.623
H 2.142 0.789 -0.012
*
```

Table of Mulliken atomic charges, one value per atom, all in e:
1 C -1.0436
2 C -0.7078
3 C 1.2962
4 F -0.4121
5 C -0.9262
6 N -0.4224
7 C -0.7823
8 H 0.2794
9 H 0.3740
10 H 0.2531
11 H 0.2844
12 H 0.3396
13 H 0.3723
14 H 0.2522
15 H 0.2413
16 H 0.2656
17 H 0.3363

---

The following is a DFT calculation (wB97M-V/def2-TZVPD) of a 2-piece molecular cluster, C5H10FN2OS overall at a distorted geometry.

## Properties
**HOMO**: -3.021 eV

The geometry in ORCA input format:
```
! wB97M-V def2-TZVPD RIJCOSX def2/J DEFGRID3
* xyz -1 1
C 2.093 1.107 1.319
C 1.368 1.991 0.345
C 1.047 0.536 0.420
C -1.746 -2.653 -1.064
C 1.399 -0.382 -0.710
N -2.964 -2.933 -0.923
N -1.778 0.558 0.198
O -2.174 1.954 0.493
F 2.640 -0.117 -1.285
S -0.610 0.032 1.171
H 3.130 0.865 1.121
H 1.856 1.200 2.371
H 0.620 2.677 0.721
H 1.907 2.357 -0.518
H -1.253 -1.766 -0.671
H -1.131 -3.361 -1.614
H -3.045 1.857 0.899
H 0.661 -0.284 -1.516
H 1.438 -1.425 -0.367
H -3.459 -2.213 -0.391
*
```

Table of Mulliken atomic charges, one value per atom, all in e:
1 C -0.6543
2 C -0.7218
3 C 0.7454
4 C -0.0227
5 C -0.6781
6 N -0.6368
7 N -0.4844
8 O -0.4430
9 F -0.3461
10 S -0.1482
11 H 0.2356
12 H 0.2496
13 H 0.2309
14 H 0.2474
15 H 0.0060
16 H 0.2793
17 H 0.2655
18 H 0.2935
19 H 0.2655
20 H 0.3166

---

The following is a DFT calculation (wB97M-V/def2-TZVPD) of a 2-piece molecular cluster, C5H10FN2S overall at a distorted geometry.

## Properties
**HOMO (alpha / beta)**: -12.897 / -12.897 eV

The geometry in ORCA input format:
```
! wB97M-V def2-TZVPD RIJCOSX def2/J DEFGRID3
* xyz 1 1
C -1.745 0.586 -0.395
C 0.517 -2.724 0.425
C 1.242 -1.806 -0.164
C 0.317 0.896 0.828
C 1.584 1.582 0.832
N -0.450 0.929 -0.249
N -2.455 0.975 -1.542
F 0.687 -1.168 -1.260
S -2.493 -0.278 0.743
H -0.422 -3.106 0.107
H 0.761 -3.410 1.195
H 2.226 -1.637 0.055
H -0.020 0.544 1.876
H 1.704 2.127 -0.056
H 2.306 0.753 0.955
H 1.581 2.222 1.700
H -0.063 1.358 -1.094
H -1.827 1.306 -2.264
H -3.449 0.850 -1.693
*
```

Table of Mulliken atomic charges, one value per atom, all in e:
1 C 0.5013
2 C -0.4770
3 C -0.3215
4 C 0.2173
5 C -1.0555
6 N -0.0406
7 N -0.3828
8 F -0.2814
9 S -0.3252
10 H 0.2962
11 H 0.2944
12 H 0.5269
13 H 0.3664
14 H 0.3247
15 H 0.2931
16 H 0.3738
17 H 0.2623
18 H 0.1858
19 H 0.2419

---

The following is a DFT calculation (wB97M-V/def2-TZVPD) of C5H10FN3O2 in the gas phase at a distorted geometry.

## Properties
**HOMO (alpha / beta)**: -8.680 / -8.221 eV

The geometry in ORCA input format:
```
! wB97M-V def2-TZVPD RIJCOSX def2/J DEFGRID3
* xyz 0 1
C 0.691 1.554 -1.376
C 1.290 0.060 -1.147
C -1.025 -0.240 0.772
C 0.212 2.060 0.024
C -0.062 -1.354 0.408
N 0.538 -1.080 -0.931
N -0.806 -2.536 0.234
N -0.910 0.434 1.928
O -1.812 1.254 2.245
O 0.162 0.343 2.526
F 1.156 2.400 0.857
H 1.422 2.130 -1.831
H -0.238 1.586 -1.999
H 1.971 -0.020 -2.063
H 1.948 0.154 -0.251
H -2.014 -0.226 0.193
H -0.788 2.381 0.418
H 0.707 -1.498 1.109
H -0.078 -1.514 -1.632
H -1.867 -2.382 0.069
H -0.497 -3.508 0.447
*
```

Table of Mulliken atomic charges, one value per atom, all in e:
1 C -0.5009
2 C -0.5914
3 C -0.6818
4 C -0.1799
5 C 0.0869
6 N -0.2394
7 N -0.5482
8 N 0.9159
9 O -0.6545
10 O -0.6219
11 F -0.1905
12 H 0.4378
13 H 0.2681
14 H 0.3326
15 H 0.2737
16 H 0.2555
17 H 0.4986
18 H 0.4547
19 H 0.2989
20 H 0.1915
21 H 0.1943

---

The following is a DFT calculation (wB97M-V/def2-TZVPD) of C5H10I2O as an isolated structure at a distorted geometry.

## Properties
**HOMO**: -7.798 eV

The geometry in ORCA input format:
```
! wB97M-V def2-TZVPD RIJCOSX def2/J DEFGRID3
* xyz 0 1
C 0.797 0.891 0.425
C -0.432 0.020 -1.706
C -1.347 -0.529 0.515
C -0.047 -0.252 -0.291
C 0.754 -1.518 -0.142
O 3.081 -1.208 2.003
I 1.833 -2.299 -1.865
I 1.377 -2.293 1.607
H 0.860 0.475 1.387
H 0.364 1.901 0.188
H 1.957 0.942 0.168
H 0.287 0.078 -2.493
H -1.198 0.885 -1.761
H -1.021 -0.901 -1.956
H -1.995 0.400 0.654
H -1.969 -1.217 0.045
H -1.102 -0.954 1.533
H 3.581 -1.497 2.726
*
```

Table of Mulliken atomic charges, one value per atom, all in e:
1 C -1.2439
2 C -1.7772
3 C -1.3284
4 C 1.3973
5 C -0.5566
6 O -0.6428
7 I 0.0271
8 I 0.6142
9 H 0.3896
10 H 0.3567
11 H 0.2349
12 H 0.4045
13 H 0.3325
14 H 0.4985
15 H 0.3433
16 H 0.4395
17 H 0.2419
18 H 0.2688

---

The following is a DFT calculation (wB97M-V/def2-TZVPD) of a 2-piece molecular cluster, C5H10IN2 overall at a distorted geometry.

## Properties
**HOMO (alpha / beta)**: -11.295 / -11.859 eV

The geometry in ORCA input format:
```
! wB97M-V def2-TZVPD RIJCOSX def2/J DEFGRID3
* xyz 1 1
C 1.322 -1.968 -0.725
C -0.063 1.213 -0.896
C 0.754 -0.848 -0.442
C 0.682 0.716 1.367
C -1.940 -1.784 0.386
N 0.530 0.380 -0.044
N -0.022 2.519 -0.728
I -2.673 0.125 0.045
H 2.237 -1.986 -1.087
H 0.810 -2.907 -0.574
H -0.136 0.836 -1.885
H 1.405 0.105 1.908
H 0.854 1.776 1.367
H -0.338 0.621 1.801
H -1.904 -2.096 1.448
H -2.036 -2.600 -0.425
H 0.013 3.056 -1.580
H 0.506 2.843 0.064
*
```

Table of Mulliken atomic charges, one value per atom, all in e:
1 C -0.8994
2 C -0.0765
3 C 0.5571
4 C -0.6766
5 C -0.8674
6 N -0.1205
7 N -0.3053
8 I 0.2125
9 H 0.3678
10 H 0.2591
11 H 0.4794
12 H 0.3266
13 H 0.2399
14 H 0.3073
15 H 0.3777
16 H 0.3883
17 H 0.2997
18 H 0.1305

---

The following is a DFT calculation (wB97M-V/def2-TZVPD) of a 2-piece molecular cluster, C5H10IN2 overall at a distorted geometry.

## Properties
**HOMO**: -12.280 eV

The geometry in ORCA input format:
```
! wB97M-V def2-TZVPD RIJCOSX def2/J DEFGRID3
* xyz 1 1
C 2.245 1.452 0.188
C -1.434 -1.198 -0.708
C -1.089 0.272 -0.495
C -0.335 -1.907 0.252
C -0.347 0.324 0.838
N 3.012 2.497 -0.007
N 0.078 -0.846 1.146
I 3.221 -0.377 0.037
H -2.486 -1.590 -0.348
H -1.397 -1.388 -1.700
H -0.496 0.452 -1.384
H -2.028 0.817 -0.430
H -0.785 -2.648 0.849
H 0.570 -2.035 -0.442
H 0.002 1.092 1.472
H 4.042 2.387 -0.008
H 0.538 -0.950 2.037
H 2.555 3.378 -0.202
*
```

Table of Mulliken atomic charges, one value per atom, all in e:
1 C -0.0602
2 C -0.6851
3 C -0.2955
4 C -0.4494
5 C -0.3919
6 N -0.3173
7 N 0.0300
8 I -0.0162
9 H 0.2610
10 H 0.4048
11 H 0.2961
12 H 0.3241
13 H 0.4085
14 H 0.1627
15 H 0.5500
16 H 0.2386
17 H 0.2987
18 H 0.2410

---

The following is a DFT calculation (wB97M-V/def2-TZVPD) of an isolated ion of composition C5H10IN2O and charge +1 at a distorted geometry.

## Properties
**HOMO (alpha / beta)**: -9.145 / -13.635 eV

The geometry in ORCA input format:
```
! wB97M-V def2-TZVPD RIJCOSX def2/J DEFGRID3
* xyz 1 3
C 0.290 -0.822 -0.748
C -1.303 1.071 -0.439
C -0.480 1.331 0.799
C -0.099 0.043 1.515
C 1.043 -1.667 -1.654
N 0.659 -0.806 0.461
N -0.716 -0.073 -1.085
O 0.652 0.306 2.570
I -1.582 2.764 2.006
H -2.304 0.931 -0.126
H -1.395 1.847 -1.269
H 0.457 1.823 0.582
H -0.974 -0.617 1.844
H 1.281 -2.630 -1.217
H 2.075 -1.234 -1.704
H 0.538 -1.637 -2.567
H 1.536 -1.101 0.756
H -1.075 -0.310 -1.965
H 1.398 0.779 2.242
*
```

Table of Mulliken atomic charges, one value per atom, all in e:
1 C 0.8416
2 C -0.8548
3 C -0.6240
4 C -0.2267
5 C -1.3302
6 N -0.1425
7 N -0.1373
8 O -0.4776
9 I 0.3182
10 H 0.4749
11 H 0.2977
12 H 0.6020
13 H 0.4007
14 H 0.3766
15 H 0.3390
16 H 0.3621
17 H 0.2423
18 H 0.1776
19 H 0.3604

---

Calculated total energy (eV), listed in the same order as above: -9553.643, -23924.610, -21870.959, -16622.759, -23591.268, -16415.900, -16418.739, -18464.690
Calculated relative energy (zero: lowest compared OMol25 entry of this formula, charge and spin) (kJ/mol), listed in the same order as above: 94.0, 0.0, 243.1, 339.1, 437.5, 522.3, 248.4, 0.0